1.
Below is CH3I2O2P in the gas phase, with properties calculated with wB97M-V/def2-TZVPD.

**Strongest force on any atom**: 2.97 eV/Å
**SMILES**: COP(=O)(I)I
**ΔE to the lowest compared entry with this formula, charge and spin**: 2.7 kcal per mole
**Energy**: -30672.378 eV
**Gap between HOMO and LUMO**: 8.748 eV
**HOMO energy**: -10.073 eV

The geometry in XYZ format:
```
9
Properties=species:S:1:pos:R:3:lowdin_charge:R:1
C 1.2509 0.0536 0.2922 -0.221
O 0.3683 -0.0098 -0.8247 -0.433
P -1.1775 -0.0557 -0.6346 -0.211
O -1.8323 -0.1272 -1.9613 -0.412
I -1.6737 1.9013 0.7020 0.546
I -1.5451 -2.1640 0.6790 0.454
H 2.1111 -0.6462 0.0554 0.107
H 0.8392 -0.0895 1.3588 0.070
H 1.6590 1.1376 0.3331 0.102
```

2.
Below is a 2-piece molecular cluster, C4H11NO overall, with properties calculated with wB97M-V/def2-TZVPD.

**Strongest force on any atom**: 2.17 eV/Å
**SMILES**: C=CCNC.O
**ΔE to the lowest compared entry with this formula, charge and spin**: 46.4 kcal per mole
**Energy**: -7862.539 eV
**Gap between HOMO and LUMO**: 10.107 eV
**HOMO energy**: -9.117 eV

The geometry in XYZ format:
```
17
Properties=species:S:1:pos:R:3:lowdin_charge:R:1
C -1.2645 -0.1851 -2.1487 0.007
C -0.1450 -0.6309 -1.5697 -0.166
C -0.2064 -0.9992 -0.1375 -0.262
N 0.6286 -0.1684 0.7571 -0.155
C 0.3174 -0.3088 2.1838 -0.110
H -1.3391 0.1362 -3.1804 0.051
H -2.0763 0.2249 -1.5551 0.062
H 0.8037 -0.7214 -2.0844 0.103
H -1.2296 -1.0054 0.2531 0.109
H 0.1059 -2.0368 0.0702 0.118
H 1.6002 -0.4001 0.6276 0.107
H 1.0087 -1.0071 2.6641 0.073
H 0.5830 0.6230 2.6965 0.078
H -0.7161 -0.6004 2.3343 0.076
O 0.9225 2.5428 -0.2803 -0.074
H 0.8965 1.5944 -0.0961 -0.024
H 0.1104 2.9423 -0.5345 0.006
```

3.
Below is C4H4Br2 as an isolated structure, with properties calculated with wB97M-V/def2-TZVPD.

**Strongest force on any atom**: 4.29 eV/Å
**ΔE to the lowest compared entry with this formula, charge and spin**: 107.2 kcal per mole
**Energy**: -144291.773 eV
**Gap between HOMO and LUMO (alpha / beta)**: 6.430 / 8.848 eV
**HOMO energy (alpha / beta)**: -7.757 / -8.899 eV

The geometry in XYZ format:
```
10
Properties=species:S:1:pos:R:3:lowdin_charge:R:1
C 0.7839 -0.1476 0.6103 -0.082
C 1.6978 -1.0176 0.5731 0.002
C -0.2937 0.6971 0.2506 -0.342
C -1.1366 0.7379 -1.2214 -0.998
Br -2.7499 1.6856 -0.7523 0.562
Br -1.6392 -0.9949 -1.9307 0.550
H 2.3708 -1.0740 -0.1602 0.020
H 1.9440 -1.7593 1.3458 0.079
H -1.0432 0.1758 0.8858 0.114
H 0.0661 1.6970 0.3990 0.095
```

4.
Below is a 2-piece molecular cluster, C5H7N overall, with properties calculated with wB97M-V/def2-TZVPD.

**Strongest force on any atom**: 4.97 eV/Å
**SMILES**: C=C=CC.C#N
**ΔE to the lowest compared entry with this formula, charge and spin**: 78.8 kcal per mole
**Energy**: -6785.096 eV
**Gap between HOMO and LUMO**: 10.134 eV
**HOMO energy**: -9.110 eV

The geometry in XYZ format:
```
13
Properties=species:S:1:pos:R:3:lowdin_charge:R:1
C 0.4056 -1.3980 -0.4210 0.014
C 0.5106 -0.1600 0.0689 -0.096
C 0.9030 0.9728 0.5858 -0.203
C 1.9031 1.7951 -0.0801 -0.131
H -0.3400 -1.4060 -1.1425 0.026
H 1.0671 -2.0619 0.0063 0.034
H 0.3335 1.4391 1.3269 0.082
H 2.8436 1.9215 0.5321 0.088
H 1.4787 2.8312 -0.3082 0.100
H 2.3006 1.2575 -0.9026 0.055
C -3.8360 -1.8365 0.0953 -0.068
N -2.8741 -1.6673 0.6878 0.072
H -4.6957 -1.6875 -0.4488 0.026
```

5.
Below is a 2-piece molecular cluster, C2H11N3O overall, with properties calculated with wB97M-V/def2-TZVPD.

**Strongest force on any atom**: 1.07 eV/Å
**SMILES**: NCN.NCO
**ΔE to the lowest compared entry with this formula, charge and spin**: 9.4 kcal per mole
**Energy**: -8769.409 eV
**Gap between HOMO and LUMO**: 10.044 eV
**HOMO energy**: -9.385 eV

The geometry in XYZ format:
```
17
Properties=species:S:1:pos:R:3:lowdin_charge:R:1
N 0.0627 0.2472 -1.4210 -0.005
C -0.6665 -0.2525 -2.6029 -0.375
N -1.6509 -1.2654 -2.3298 -0.012
H -0.3944 1.0417 -1.0190 0.045
H 0.9743 0.5175 -1.7362 0.050
H 0.0954 -0.5957 -3.2960 0.105
H -1.2123 0.5548 -3.1007 0.098
H -1.3037 -2.2066 -2.2275 0.058
H -2.1693 -1.0131 -1.4975 0.061
N 0.2784 0.3944 3.3957 0.001
C 0.8787 0.0084 2.1187 -0.373
O 2.2281 0.4117 2.0579 -0.055
H 0.2579 1.4037 3.4583 0.058
H -0.6989 0.0897 3.3805 0.068
H 0.3535 0.4866 1.2848 0.080
H 0.7455 -1.0611 1.9813 0.112
H 2.2215 1.2388 1.5533 0.083
```

6.
Below is a 2-piece molecular cluster, C6H15N2 overall, with properties calculated with wB97M-V/def2-TZVPD.

**Strongest force on any atom**: 3.57 eV/Å
**ΔE to the lowest compared entry with this formula, charge and spin**: 229.9 kcal per mole
**Charge**: +2
**Energy**: -9418.134 eV
**Gap between HOMO and LUMO (alpha / beta)**: 6.970 / 6.181 eV
**HOMO energy (alpha / beta)**: -20.252 / -20.160 eV
**⟨S²⟩**: 0.76
**2S+1**: 2

The geometry in XYZ format:
```
23
Properties=species:S:1:pos:R:3:lowdin_charge:R:1
C -0.2426 2.9326 -0.8114 0.021
C -1.2102 1.8562 -0.4568 -0.133
C -1.3113 0.5731 -1.3386 -0.129
C -1.3761 -0.7774 -0.6154 -0.140
C -0.0272 -1.3855 -0.1123 -0.143
N 0.5645 -0.3812 0.7508 0.268
C 1.8174 -0.6463 1.1507 -0.150
N 2.3355 -1.8720 1.0595 0.373
H -0.2002 2.9837 -1.8963 0.130
H 0.7917 2.6949 -0.5089 0.142
H -0.5389 3.8358 -0.2512 0.146
H -2.2831 2.1720 -0.3967 0.223
H -1.0216 1.6560 0.6225 0.170
H -2.1633 0.6365 -2.0151 0.152
H -0.4140 0.5367 -1.9449 0.129
H -2.0352 -1.5228 -1.0820 0.147
H -1.8904 -0.5091 0.3280 0.132
H -0.1843 -2.4135 0.2331 0.146
H 0.5765 -1.5111 -1.0350 0.179
H -0.9400 -3.5685 2.4063 0.031
H 2.2424 0.2405 1.6234 0.148
H -0.7794 -2.9725 2.8152 0.022
H 3.1924 -1.9467 1.6222 0.136
```

Among the records above, which one has the highest ΔE to the lowest compared entry with this formula, charge and spin? C6H15N2

Which of these has the highest strongest force on any atom? C5H7N

Which formula does entry 3 have? C4H4Br2